209
Properties=species:S:1:pos:R:3:lowdin_charge:R:1 method="wB97M-V/def2-TZVPD" e_tot_ha=-3776.7617 charge=+1 homo_ev="-9.8 / -9.8" multiplicity=2 lumo_ev="-2.69 / -7.66"
C -5.468 3.652 -2.110 -0.0321
C -4.757 3.640 -3.489 -0.4939
C -3.603 2.627 -3.595 -0.0574
O -5.648 3.409 -4.541 -0.0335
H -4.804 3.843 -1.267 0.0695
H -5.845 2.636 -1.992 0.0594
H -6.178 4.459 -1.928 0.0793
H -4.301 4.623 -3.604 0.1244
H -2.850 2.916 -2.862 0.0696
H -3.110 2.744 -4.560 0.0772
H -3.887 1.580 -3.485 0.0516
H -5.182 3.473 -5.378 0.0891
C -0.093 1.475 -0.577 -0.0523
C -1.436 1.088 -0.043 -0.5006
C -2.108 0.139 -1.035 -0.0213
O -1.356 0.509 1.218 -0.0468
H 0.398 2.254 0.005 0.0600
H -0.194 1.919 -1.567 0.0856
H 0.625 0.662 -0.689 0.0677
H -2.010 2.010 0.051 0.1275
H -2.402 0.690 -1.928 0.0502
H -2.937 -0.383 -0.557 0.0828
H -1.355 -0.547 -1.422 0.0645
H -1.125 1.204 1.838 0.0378
C -6.294 -0.649 -1.861 -0.0554
C -6.682 -0.704 -0.394 -0.4301
C -7.850 0.248 0.053 -0.1461
O -7.343 1.579 -0.188 -0.2131
C -8.166 2.538 0.368 -0.1345
N -7.169 -2.051 -0.008 0.0389
H -5.806 0.283 -2.147 0.0610
H -7.253 -0.749 -2.370 0.0843
H -5.685 -1.503 -2.156 0.0715
H -5.721 -0.558 0.099 0.1048
H -8.081 0.105 1.109 0.1161
H -8.705 0.031 -0.587 0.1254
H -9.165 2.595 -0.065 0.0942
H -7.794 3.499 0.010 0.0765
H -8.018 2.492 1.447 0.0900
H -6.541 -2.626 -0.552 0.0604
H -8.071 -2.153 -0.450 0.0645
C -3.180 7.256 6.506 -0.1005
O -3.418 6.682 5.226 -0.2101
C -3.578 5.267 5.169 -0.2315
C -4.068 4.959 3.777 -0.2072
N -4.078 3.494 3.595 -0.0571
C -4.602 2.963 2.283 -0.1344
C -4.820 1.422 2.360 -0.2120
O -6.014 1.140 3.049 -0.1891
C -6.194 -0.231 3.358 -0.0925
H -2.241 6.805 6.827 0.0790
H -3.921 7.003 7.263 0.0834
H -3.058 8.339 6.467 0.0876
H -4.375 5.047 5.879 0.1228
H -2.667 4.759 5.484 0.1152
H -3.380 5.470 3.103 0.1161
H -5.051 5.406 3.631 0.1201
H -4.556 3.074 4.379 0.1070
H -3.964 3.241 1.444 0.0980
H -5.552 3.450 2.065 0.1027
H -3.990 0.869 2.801 0.0978
H -4.865 0.922 1.392 0.0975
H -6.325 -0.825 2.454 0.0666
H -7.061 -0.519 3.952 0.0930
H -5.317 -0.601 3.889 0.0735
C 5.445 8.056 -0.681 -0.0670
O 5.891 7.299 0.475 -0.1954
C 7.339 7.088 0.363 -0.1595
C 7.747 6.322 1.656 -0.0844
N 7.244 4.957 1.809 0.1751
C 5.896 4.665 2.057 -0.1429
C 5.756 3.131 2.167 -0.1652
O 4.385 2.758 2.442 -0.1927
C 3.501 2.536 1.309 -0.0567
H 4.358 8.141 -0.688 0.0959
H 5.700 7.465 -1.561 0.0795
H 5.883 9.050 -0.771 0.0946
H 7.930 7.992 0.217 0.1351
H 7.645 6.456 -0.470 0.1031
H 7.422 6.942 2.492 0.1565
H 8.835 6.278 1.686 0.1379
H 7.845 4.391 2.392 0.1694
H 5.287 4.920 1.189 0.1258
H 5.478 5.196 2.912 0.1767
H 6.252 2.816 3.085 0.1304
H 6.109 2.578 1.296 0.1281
H 2.521 2.226 1.672 0.0782
H 3.880 1.825 0.575 0.0873
H 3.390 3.492 0.798 0.0797
C 3.102 2.485 -2.309 -0.1503
O 4.407 2.596 -1.919 -0.1989
C 4.985 3.842 -2.393 -0.1750
C 6.381 4.001 -1.730 -0.2022
N 7.216 2.846 -2.134 -0.0126
C 8.593 2.998 -1.552 -0.1608
C 9.645 2.043 -2.188 -0.2599
O 9.621 0.835 -1.517 -0.1931
C 10.864 0.076 -1.648 -0.0584
H 2.346 2.977 -1.696 0.0809
H 2.856 1.424 -2.291 0.0850
H 2.931 2.773 -3.346 0.0961
H 4.352 4.721 -2.273 0.1189
H 5.073 3.676 -3.467 0.1243
H 6.140 4.156 -0.678 0.0791
H 6.765 4.972 -2.043 0.1032
H 6.772 1.958 -1.946 0.1146
H 8.498 2.667 -0.518 0.1030
H 8.950 4.026 -1.618 0.1077
H 10.613 2.544 -2.160 0.1110
H 9.506 1.906 -3.260 0.1254
H 10.887 -0.727 -0.911 0.0876
H 11.743 0.690 -1.449 0.0825
H 10.911 -0.323 -2.661 0.0890
C 3.832 -0.050 5.910 -0.1460
O 4.061 -1.395 5.635 -0.1618
C 3.380 -1.821 4.445 -0.2055
C 3.928 -1.078 3.223 -0.2054
N 3.463 -1.702 1.957 -0.0451
C 2.057 -1.360 1.656 -0.1755
C 1.594 -1.798 0.225 -0.2229
O 2.417 -1.169 -0.709 -0.2067
C 2.267 -1.631 -2.052 -0.0918
H 4.012 0.061 6.980 0.0932
H 2.828 0.308 5.685 0.0816
H 4.415 0.688 5.359 0.0712
H 2.291 -1.800 4.471 0.1038
H 3.655 -2.868 4.321 0.1268
H 5.013 -1.118 3.321 0.1240
H 3.677 -0.025 3.344 0.0866
H 3.985 -1.490 1.119 0.0923
H 1.892 -0.288 1.755 0.1037
H 1.517 -1.937 2.406 0.1000
H 0.537 -1.585 0.063 0.0960
H 1.619 -2.886 0.163 0.1206
H 1.299 -1.367 -2.477 0.0790
H 2.410 -2.705 -2.169 0.0870
H 3.067 -1.249 -2.686 0.0833
C 1.858 -12.273 0.824 -0.1278
O 0.765 -11.408 0.974 -0.1712
C 1.101 -10.120 0.478 -0.2486
C 0.019 -9.128 0.690 -0.2408
N 0.327 -7.922 -0.019 -0.0783
C -0.732 -6.987 0.001 -0.2231
C -0.553 -5.891 -1.085 -0.2010
O -1.669 -4.978 -1.048 -0.1861
C -1.477 -4.141 -2.219 -0.1079
H 2.125 -12.354 -0.229 0.0895
H 1.604 -13.201 1.336 0.0899
H 2.724 -11.954 1.405 0.0818
H 1.333 -10.171 -0.586 0.1262
H 1.965 -9.684 0.980 0.1226
H -0.087 -8.863 1.742 0.1301
H -0.891 -9.597 0.315 0.1312
H 0.926 -7.514 0.685 0.1121
H -0.721 -6.467 0.959 0.1202
H -1.686 -7.506 -0.095 0.1269
H -0.660 -6.448 -2.015 0.1187
H 0.387 -5.346 -0.991 0.1132
H -2.144 -3.283 -2.131 0.0744
H -1.677 -4.726 -3.116 0.0784
H -0.492 -3.717 -2.417 0.0726
C -2.502 -1.084 -4.509 -0.0926
O -2.754 -2.485 -4.600 -0.2181
C -3.884 -2.798 -5.418 -0.1787
C -4.061 -4.412 -5.452 -0.1603
N -2.927 -5.009 -6.146 -0.0705
C -2.752 -4.709 -7.576 -0.1965
C -1.636 -5.545 -8.222 -0.2111
O -0.405 -5.053 -7.687 -0.2147
C 0.770 -5.622 -8.295 -0.0993
H -3.382 -0.570 -4.121 0.0675
H -2.296 -0.720 -5.515 0.0891
H -1.666 -0.799 -3.870 0.0738
H -3.708 -2.396 -6.416 0.1031
H -4.837 -2.411 -5.059 0.1089
H -4.889 -4.765 -6.067 0.1070
H -4.256 -4.808 -4.455 0.1077
H -2.169 -4.445 -5.787 0.0775
H -2.415 -3.678 -7.683 0.1097
H -3.650 -4.858 -8.176 0.1196
H -1.681 -5.371 -9.297 0.1135
H -1.552 -6.621 -8.073 0.1208
H 1.683 -5.257 -7.827 0.0824
H 0.834 -5.540 -9.380 0.0835
H 0.764 -6.683 -8.043 0.0791
C -0.330 3.307 2.695 -0.1096
O -0.381 2.038 3.235 -0.2332
C -0.943 1.880 4.553 -0.1585
C -0.929 0.403 4.832 -0.2171
N -1.939 -0.429 4.223 -0.0329
C -1.753 -1.775 4.671 -0.2093
C -2.642 -2.851 3.962 -0.1999
O -2.208 -3.421 2.763 -0.1706
C -1.744 -2.509 1.801 -0.1019
H 0.657 3.724 2.893 0.0877
H -0.994 3.970 3.248 0.0823
H -0.636 3.340 1.649 0.0825
H -1.960 2.269 4.589 0.1055
H -0.305 2.481 5.202 0.1268
H -0.986 0.328 5.918 0.1248
H 0.055 -0.026 4.642 0.1070
H -1.894 -0.321 3.220 0.0632
H -2.032 -1.894 5.718 0.1196
H -0.727 -2.136 4.595 0.1109
H -3.629 -2.434 3.760 0.1075
H -2.839 -3.707 4.608 0.1225
H -1.512 -3.019 0.866 0.0848
H -0.755 -2.120 2.041 0.0611
H -2.413 -1.649 1.752 0.0743